C51H136O17 | wB97M-V/def2-TZVPD

```
! wB97M-V def2-TZVPD RIJCOSX def2/J DEFGRID3
* xyz 0 1
O -8.991 -1.961 0.746
O 6.776 0.973 -1.096
O 0.304 2.900 4.550
O 1.810 4.740 -3.095
O 5.053 2.839 5.656
O 0.444 -3.594 4.343
O 2.616 -6.345 0.651
O 7.524 -1.664 3.976
O -0.938 -2.069 2.286
O -6.812 3.830 -1.678
O -1.248 2.657 -5.898
O 1.097 2.193 -4.236
O -2.787 -3.472 -4.472
O -0.521 -3.670 -2.808
O -4.815 3.584 0.235
O 4.959 5.005 3.707
O -0.358 -1.586 -0.464
C -2.686 2.829 0.736
C 2.487 -2.231 3.996
C 0.972 5.743 -2.544
C 0.675 0.325 0.214
C -2.273 1.822 -5.395
C -3.074 -1.060 2.187
C -1.902 1.972 4.738
C -2.632 -3.342 1.180
C 3.087 5.132 2.241
C 7.299 -2.938 3.386
C 2.207 -3.811 5.917
C 1.984 -5.317 1.387
C 1.230 -3.404 -4.366
C -7.240 2.522 -1.816
C 1.498 -2.834 5.020
C 1.807 0.139 -4.912
C 4.724 -0.219 -1.303
C -6.799 1.939 -3.138
C -2.306 -2.366 2.300
C -3.630 -2.092 -2.712
C 2.541 2.196 -6.178
C 5.037 2.078 -0.094
C -3.785 -3.377 -3.495
C -0.011 -5.664 -4.051
C -8.735 2.477 -1.700
C 2.681 -4.023 1.022
C 0.265 -0.513 -1.045
C -0.286 5.008 -2.314
C -7.656 -3.260 -0.883
C -3.556 3.594 -0.248
C 1.790 6.278 -1.304
C -3.560 2.945 -1.672
C 0.506 -5.260 1.062
C 2.174 1.610 -4.810
C 5.585 0.690 -0.382
C -0.844 0.212 -1.866
C 3.061 5.822 4.782
C -3.776 -4.697 -2.676
C -0.493 1.759 4.153
C 0.238 0.499 4.654
C 6.134 -2.726 2.378
C 5.798 1.788 5.095
C 3.577 4.854 3.688
C -6.955 -1.031 0.162
C -1.994 0.451 -5.976
C -8.100 -1.893 -0.337
C 5.761 0.683 6.176
C 5.203 1.373 3.751
C -3.667 2.491 -5.831
C 6.973 -3.956 4.440
C 0.529 -4.381 -3.389
H -3.128 -0.569 3.158
H 4.223 -0.946 -0.663
H -0.466 2.362 -5.427
H -1.772 0.208 -1.293
H -7.051 4.172 -2.543
H 0.417 -5.037 -0.001
H 5.595 1.878 2.868
H 3.131 -3.019 3.605
H -0.242 -5.414 -5.086
H -3.736 -1.228 -3.368
H 0.004 -6.178 1.368
H -0.832 4.810 -3.236
H 1.918 -1.805 3.170
H -5.725 2.002 -3.308
H -6.973 -3.232 -1.732
H -2.520 -2.815 3.270
H -8.619 -1.353 -1.129
H -4.500 -1.989 -2.064
H -4.675 -4.817 -2.071
H -7.311 -0.017 0.341
H 1.996 5.531 -0.537
H -3.241 4.637 -0.222
H -2.228 -4.328 1.411
H 0.616 -3.111 -5.218
H 3.758 -3.972 1.182
H -2.050 1.482 5.701
H 2.798 -0.314 -4.917
H -1.225 -0.137 -5.475
H 2.772 6.652 -1.595
H 8.228 -3.229 2.895
H 5.785 -3.583 1.801
H 3.428 6.847 4.717
H 3.908 0.333 -1.770
H 5.697 2.646 0.562
H -2.652 -0.358 1.467
H 7.632 -3.937 5.308
H 4.210 2.495 5.960
H -1.726 0.509 -7.032
H 0.712 -6.478 -4.109
H -9.041 2.812 -0.708
H 2.482 -3.931 -0.046
H -2.837 -0.232 -5.877
H 1.233 -0.246 -4.069
H -2.214 1.845 -4.307
H -0.926 -0.343 -2.801
H 1.526 -4.061 6.730
H 1.059 -2.181 5.774
H 3.655 4.607 1.472
H 2.104 -3.811 -4.874
H -0.480 -0.321 4.666
H -6.810 1.924 -1.012
H -2.670 1.608 4.055
H -2.876 1.756 0.754
H 5.261 -0.805 -2.048
H 4.134 1.931 0.498
H -4.107 2.003 -1.634
H 6.857 2.030 5.001
H -4.527 2.004 -5.372
H -7.058 0.891 -3.290
H -9.132 1.463 -1.752
H -0.208 4.065 -1.771
H -9.230 3.037 -2.493
H 6.968 -4.956 4.006
H 1.557 -2.538 -3.791
H 3.069 -1.436 4.462
H 2.989 1.737 -4.096
H 5.251 -2.317 2.870
H -2.706 -1.990 -2.144
H 0.081 -4.503 1.722
H 1.977 5.882 4.687
H -3.150 -3.814 -5.292
H 8.052 -1.780 4.769
H 1.027 1.321 -0.054
H -3.711 -3.414 1.043
H 2.631 5.220 -3.223
H 1.069 -0.912 -1.663
H -8.502 -3.815 -1.289
H 5.312 4.479 4.429
H 1.152 -4.654 -2.537
H -7.243 -3.926 -0.126
H 2.198 -3.176 1.508
H 3.421 1.754 -6.645
H -3.704 -5.584 -3.305
H 2.511 -4.718 5.395
H -0.620 1.253 -2.097
H -0.134 0.378 0.942
H 6.100 0.962 7.173
H -5.407 3.984 -0.407
H 2.052 4.805 2.141
H -2.161 -2.982 0.265
H 4.120 1.493 3.713
H -8.477 -2.282 1.491
H 6.361 -1.977 1.619
H 5.429 0.321 3.573
H -1.000 5.516 -1.666
H -4.043 3.660 -2.338
H 2.844 3.233 -6.034
H -0.219 3.688 4.385
H 5.700 0.112 0.535
H -6.190 -1.018 -0.614
H -4.101 -1.253 1.878
H 1.227 7.033 -0.757
H -0.136 -3.019 3.838
H 0.619 0.548 5.675
H 2.023 -7.100 0.676
H -2.534 2.696 -1.942
H -0.932 -6.046 -3.610
H -1.614 2.772 0.546
H -7.354 2.489 -3.898
H -0.577 1.765 3.067
H 4.770 2.725 -0.930
H 2.102 -5.518 2.452
H 1.272 -0.090 -5.834
H 5.959 -3.818 4.814
H 3.323 3.804 3.834
H -1.173 -3.575 -3.506
H 0.907 6.588 -3.229
H -3.658 3.543 -5.544
H 3.013 -3.307 6.450
H 3.150 6.204 2.058
H 1.535 -0.097 0.734
H -0.465 -2.231 -1.167
H 3.300 5.367 5.743
H -3.890 2.459 -6.897
H 4.741 0.308 6.256
H 1.077 0.276 3.995
H -4.707 -3.336 -4.074
H -0.647 -1.775 1.420
H 1.398 2.956 -3.736
H 6.577 1.658 -1.738
H 1.727 2.067 -6.891
H -2.904 -4.720 -2.022
H -2.198 3.020 4.766
H -6.483 -1.496 1.028
H 6.459 -0.104 5.889
H -2.734 3.258 1.737
*
```

- Molecular weight: 1021.6 g/mol
- E: -3303.671255 hartree
- HOMO energy: -9.400 eV
- Energy relative to the best compared isomer or geometry (same formula, charge and spin): 74.9 kcal per mole

Atom charges from the Mulliken analysis, given in e for atoms 1 to 8: O -0.563; O -0.611; O -0.600; O -0.418; O -0.544; O -0.638; O -0.611; O -0.476